This record from the OMol25 dataset describes an isolated molecule of C3H5ClN2O3 in a non-equilibrium geometry. The level of theory is ωB97M-V with the def2-TZVPD basis set.

ORCA input file:
```
! RIJCOSX wB97M-V def2-TZVPD def2/J DEFGRID3
* xyz 0 1
C -0.703 0.146 0.863
C 0.878 0.588 -1.283
C 0.472 -0.347 -0.083
N -1.332 -0.698 1.692
N -0.154 -1.777 -0.627
O -0.280 -2.612 0.227
O -0.895 1.333 0.886
O -0.573 -1.868 -1.757
Cl 1.782 -0.881 1.052
H 1.939 0.423 -1.410
H 0.463 1.658 -1.075
H 0.462 0.128 -2.171
H -1.023 -1.593 1.842
H -1.911 -0.197 2.461
*
```

Output
SMILES string ... C[C@@](Cl)(C(N)=O)[N+](=O)[O-]
Energy above the lowest of the compared OMol25 structures with the same formula, charge and spin ... 1.435 eV
Frontier orbital gap ... 10.35 eV


This record from the OMol25 dataset describes an isolated molecule of C3H5ClN2S in a non-equilibrium geometry. The level of theory is ωB97M-V with the def2-TZVPD basis set.

ORCA input file:
```
! RIJCOSX wB97M-V def2-TZVPD def2/J DEFGRID3
* xyz 0 1
C 1.147 0.196 -0.111
C -1.142 -0.142 0.135
C -1.658 -0.240 -1.267
N 0.014 -0.044 0.549
N 2.327 0.132 2.103
S 2.622 0.680 0.671
Cl -2.468 -0.239 1.289
H 1.082 0.142 -1.185
H -2.487 0.319 -1.486
H -1.755 -1.304 -1.686
H -0.774 0.241 -1.789
H 3.092 0.258 2.778
*
```

Output
Energy above the lowest of the compared OMol25 structures with the same formula, charge and spin ... 2.463 eV
Frontier orbital gap (spin up / spin down) ... 7.49 / 7.55 eV


This record from the OMol25 dataset describes an isolated molecule of C3H5ClN2S in a non-equilibrium geometry. The level of theory is ωB97M-V with the def2-TZVPD basis set.

ORCA input file:
```
! RIJCOSX wB97M-V def2-TZVPD def2/J DEFGRID3
* xyz 0 1
C -0.924 2.330 -1.820
C -0.908 0.673 -0.055
C 0.479 0.131 0.167
N -0.984 1.719 -0.785
N 0.472 -2.320 0.956
S 0.675 -1.568 -0.529
Cl 1.677 1.364 -0.263
H -1.030 3.407 -1.732
H 0.244 -3.341 0.802
H -1.701 0.127 0.424
H 0.641 -0.191 1.319
H 1.361 -2.332 1.516
*
```

Output
Energy above the lowest of the compared OMol25 structures with the same formula, charge and spin ... 3.178 eV
Frontier orbital gap ... 8.37 eV


This record from the OMol25 dataset describes an isolated molecule of C3H5ClN2S in a non-equilibrium geometry. The level of theory is ωB97M-V with the def2-TZVPD basis set.

ORCA input file:
```
! RIJCOSX wB97M-V def2-TZVPD def2/J DEFGRID3
* xyz 0 1
C -1.256 -0.733 1.293
C 0.672 -0.364 0.110
C 1.176 1.015 -0.208
N 0.014 -0.756 1.114
N -1.135 0.121 -1.155
S -2.182 -0.587 -0.119
Cl 1.743 -1.493 -0.485
H -1.908 -1.060 2.156
H 1.982 0.959 -0.927
H 1.564 1.381 0.775
H 0.352 1.745 -0.495
H -1.020 -0.230 -2.060
*
```

Output
Energy above the lowest of the compared OMol25 structures with the same formula, charge and spin ... 2.386 eV
Frontier orbital gap (spin up / spin down) ... 8.27 / 8.27 eV


This record from the OMol25 dataset describes an isolated molecule of C3H5ClN4 in a non-equilibrium geometry. The level of theory is ωB97M-V with the def2-TZVPD basis set.

ORCA input file:
```
! RIJCOSX wB97M-V def2-TZVPD def2/J DEFGRID3
* xyz 0 1
C -1.649 0.048 -0.274
C -0.874 1.204 -0.105
C 0.523 0.725 -0.094
H 1.608 -1.130 1.061
H 2.080 -1.870 -0.449
H -1.119 -1.706 0.326
H -1.334 2.231 -0.407
H 1.609 2.365 0.310
N 1.242 -1.642 0.189
N 0.458 -0.588 -0.331
N -0.846 -0.940 -0.400
N 1.673 1.362 0.075
Cl -3.371 -0.061 0.099
*
```

Output
SMILES string ... [H]/N=c1\cc(Cl)[nH]n1N
Energy above the lowest of the compared OMol25 structures with the same formula, charge and spin ... 4.095 eV
Frontier orbital gap ... 8.46 eV


This record from the OMol25 dataset describes an isolated molecule of C3H5ClO in a non-equilibrium geometry. The level of theory is ωB97M-V with the def2-TZVPD basis set.

ORCA input file:
```
! RIJCOSX wB97M-V def2-TZVPD def2/J DEFGRID3
* xyz 0 1
C 1.670 -0.206 0.176
C -0.568 -0.102 -0.395
C -1.675 0.639 -0.073
H 2.258 -0.710 -0.611
H 1.309 -1.004 0.835
H 2.279 0.458 0.781
H -0.677 -1.131 -0.766
H -1.823 1.590 0.630
O 0.591 0.554 -0.500
Cl -3.364 -0.087 -0.078
*
```

Output
SMILES string ... CO/C=C/Cl
Energy above the lowest of the compared OMol25 structures with the same formula, charge and spin ... 1.895 eV
Frontier orbital gap ... 9.90 eV


What is the formula in the fifth record?
C3H5ClN4